Entry from OMol25: a molecular structure, C16H29N2NdS in a non-equilibrium geometry (the ωB97M-V functional and the def2-TZVPD basis).

```
49
C16H29N2NdS | OMol25 | the ωB97M-V functional and the def2-TZVPD basis
C -2.579 0.979 1.199
H -3.123 0.261 1.836
H -2.626 1.999 1.585
H 1.439 -1.745 0.001
C -2.981 0.879 -0.266
H -2.255 1.404 -0.920
H -2.968 -0.180 -0.604
C -4.386 1.441 -0.584
H -4.587 1.367 -1.656
H -5.151 0.873 -0.047
H -4.453 2.493 -0.288
C 1.608 0.697 -0.575
C 0.584 1.652 -0.860
C 0.202 2.268 0.372
C 0.924 1.630 1.431
C 1.815 0.672 0.846
C 2.830 -0.140 1.579
C 0.693 1.866 2.884
C -0.668 3.471 0.488
C 0.133 2.030 -2.226
C 2.439 0.053 -1.635
Nd -0.637 -0.192 0.529
H 1.512 1.447 3.481
H 0.631 2.944 3.089
H -0.250 1.412 3.242
H 2.563 -0.243 2.639
H 2.944 -1.162 1.172
H 3.827 0.330 1.534
H 1.821 -0.524 -2.346
H 2.957 0.824 -2.232
H 3.222 -0.601 -1.220
H -0.568 2.874 -2.190
H 0.992 2.328 -2.850
H -0.366 1.193 -2.738
H -0.637 3.876 1.507
H -0.326 4.259 -0.202
H -1.716 3.261 0.239
S -0.981 -1.588 -1.879
C -0.206 -2.777 -0.939
N 1.199 -2.663 -0.486
C 1.586 -3.956 0.206
C 0.539 -4.922 -0.288
N -0.511 -4.061 -0.850
H 1.708 -2.502 -1.369
H 1.522 -3.762 1.275
H 2.606 -4.209 -0.088
H 0.119 -5.536 0.514
H 0.934 -5.589 -1.065
H -1.376 -4.429 -1.246
```

Results
* E_HOMO (spin up / spin down): -13.7 / -13.8 eV
* Kohn-Sham gap (spin up / spin down): 5.445 / 5.484 eV
* spin multiplicity: 4
* <S²>: 3.76
* ΔE to the lowest compared entry with this formula, charge and spin: 1.8 kcal/mol
* net charge: +2

---

Entry from OMol25: a molecular structure, C33H46BiN8P2S2SbSe6 (the ωB97M-V functional and the def2-TZVPD basis).

```
99
C33H46BiN8P2S2SbSe6 | OMol25 | the ωB97M-V functional and the def2-TZVPD basis
Bi -0.307 -1.928 0.061
Se -2.823 -1.485 1.131
P 0.465 -0.757 3.269
Se 2.194 -0.636 1.928
C 1.134 -1.015 4.979
C 2.433 -1.448 5.225
C 2.836 -1.779 6.517
C 1.944 -1.693 7.576
C 0.639 -1.270 7.339
C 0.238 -0.943 6.052
C -0.131 0.992 3.468
C -1.501 1.205 3.616
C -2.019 2.497 3.692
C -1.168 3.590 3.621
C 0.203 3.385 3.483
C 0.715 2.098 3.405
H 3.124 -1.519 4.392
H 3.854 -2.108 6.694
H 2.260 -1.948 8.581
H -0.066 -1.205 8.160
H -0.785 -0.631 5.868
H -2.171 0.350 3.647
H -3.088 2.643 3.798
H -1.567 4.597 3.674
H 0.874 4.237 3.432
H 1.779 1.932 3.274
N 0.077 -4.970 3.149
C 0.614 -5.385 1.965
N 0.865 -4.610 0.965
C 1.497 -5.287 -0.054
C 1.730 -6.599 0.177
S 1.152 -7.035 1.739
C 1.918 -4.525 -1.232
C 2.397 -5.029 -2.390
S 2.864 -3.750 -3.452
C 2.376 -2.593 -2.232
N 1.905 -3.140 -1.153
N 2.502 -1.244 -2.418
H -0.337 -4.046 3.117
H -0.452 -5.649 3.667
H 2.174 -7.334 -0.476
H 2.473 -6.057 -2.705
H 2.688 -0.965 -3.367
H 1.743 -0.714 -1.969
Se -5.276 -4.677 -1.441
Sb -3.059 -4.818 -0.501
Se -1.494 -3.309 -1.869
Se -2.883 -3.667 1.850
Se -2.125 -7.015 -0.132
N -0.158 -0.291 -1.283
P -0.393 1.090 -1.881
N -1.592 2.015 -1.182
C -1.957 1.786 0.221
C -3.371 2.285 0.460
C -3.446 3.813 0.215
C -2.220 4.310 -0.567
C -1.869 3.353 -1.701
N 0.946 2.123 -1.852
C 1.752 2.672 -2.928
C 2.514 3.892 -2.422
C 3.545 3.480 -1.355
C 3.043 2.263 -0.556
C 1.525 2.260 -0.495
N -0.865 1.114 -3.504
C 0.116 0.537 -4.448
C -0.242 -0.896 -4.828
C -1.558 -0.914 -5.621
C -2.487 0.210 -5.125
C -2.218 0.518 -3.660
H -1.261 2.273 0.919
H -1.885 0.718 0.398
H -3.679 2.027 1.474
H -4.034 1.753 -0.225
H -3.507 4.348 1.165
H -4.351 4.050 -0.353
H -1.365 4.399 0.108
H -2.411 5.302 -0.986
H -0.998 3.717 -2.253
H -2.715 3.316 -2.404
H 1.101 2.950 -3.759
H 2.490 1.948 -3.313
H 1.798 4.600 -1.998
H 3.005 4.382 -3.267
H 3.727 4.322 -0.682
H 4.498 3.240 -1.836
H 3.437 2.258 0.461
H 3.370 1.330 -1.023
H 1.167 3.181 -0.012
H 1.198 1.422 0.123
H 1.103 0.566 -3.995
H 0.154 1.161 -5.350
H -0.361 -1.478 -3.910
H 0.568 -1.350 -5.405
H -2.043 -1.882 -5.493
H -1.352 -0.779 -6.688
H -3.533 -0.082 -5.237
H -2.334 1.122 -5.712
H -2.322 -0.405 -3.074
H -2.950 1.229 -3.280
```

Results
* E_HOMO: -1.9 eV
* Kohn-Sham gap: 5.614 eV
* ΔE to the lowest compared entry with this formula, charge and spin: 0.0 kcal/mol
* net charge: -2

---

Entry from OMol25: a gas-phase ion, C5H8N (charge +1) in a non-equilibrium geometry (the ωB97M-V functional and the def2-TZVPD basis).

```
14
C5H8N | OMol25 | the ωB97M-V functional and the def2-TZVPD basis
C 1.594 2.150 -0.859
C 0.522 1.638 -0.681
C -0.711 0.880 -0.508
N -0.527 -0.523 0.278
C -1.489 -1.219 0.621
C 0.855 -1.004 0.519
H 2.615 2.392 -1.046
H -1.252 0.707 -1.551
H -1.352 1.495 0.061
H -2.616 -0.859 0.529
H -1.217 -2.201 0.982
H 1.462 -0.446 -0.224
H 0.832 -2.028 0.217
H 1.285 -0.979 1.661
```

Results
* E_HOMO: -14.6 eV
* Kohn-Sham gap: 9.780 eV
* ΔE to the lowest compared entry with this formula, charge and spin: 91.7 kcal/mol
* net charge: +1